Computed, not measured: 2 unconnected molecules or ions with the total composition C11H20BF3N3O8S, with the ωB97M-V functional and the def2-TZVPD basis.

```
! RIJCOSX wB97M-V def2-TZVPD def2/J DEFGRID3
* xyz -1 1
S 1.96 -2.00 2.51
F 3.53 -0.29 3.83
F 1.68 0.54 3.08
F 3.32 0.15 1.73
O -1.11 0.28 -3.87
O 1.04 -0.36 -4.67
O 3.14 -2.79 2.21
O 1.07 -1.79 1.38
O -0.89 0.64 3.42
O 0.76 2.39 0.92
O 1.31 -2.30 3.76
O -0.76 3.12 -0.60
N 0.62 0.23 -1.16
N -0.82 -1.26 -0.32
N -0.93 1.01 0.40
C -1.74 1.47 2.67
C 2.46 0.73 -6.25
C 0.52 -0.82 -2.20
C -1.44 0.10 4.60
C 1.23 0.88 -5.39
C -0.23 2.39 0.22
C -0.43 0.06 -0.31
C -2.68 -0.80 4.42
C 2.66 -0.31 2.80
C -2.03 0.82 1.33
C -0.48 -1.85 -1.62
B 0.15 -0.28 -3.64
H 3.21 0.12 -5.76
H -3.14 -0.70 3.44
H -1.65 0.88 5.34
H -0.55 -1.77 0.52
H -3.43 -0.52 5.14
H -0.07 -2.82 -1.38
H -1.80 -0.38 -3.88
H 2.92 1.70 -6.47
H -0.65 -0.51 5.02
H 0.36 1.12 -5.99
H -2.41 -1.84 4.56
H -1.41 -1.92 -2.19
H 1.48 -1.34 -2.29
H -2.10 -0.24 1.53
H 0.68 1.15 -1.58
H -2.70 1.65 3.17
H -1.28 2.44 2.52
H -2.99 1.12 0.90
H 2.21 0.24 -7.19
H 1.41 1.67 -4.67
*
```

Properties
Kohn-Sham gap   8.2 eV
HOMO energy   -6.05 eV